A structure of composition C17H14INPPtSbSe6, computed with wB97M-V/def2-TZVPD.

The geometry in XYZ format:
```
42
Properties=species:S:1:pos:R:3:forces:R:3:lowdin_charge:R:1
Pt 0.9381 0.3950 1.7359 0.000 0.050 0.280 0.1408
Se 0.5421 -2.0411 -0.7763 0.004 -0.073 -0.034 0.2088
P -0.4985 -0.1940 -0.9822 -0.016 0.139 -0.141 0.0635
Se 0.6311 1.6131 -0.5341 -0.002 -0.061 -0.117 0.2500
C -2.0441 -0.1890 -0.0012 0.033 -0.016 0.051 -0.4203
C -2.4914 0.9677 0.6254 0.008 0.005 0.021 -0.1285
C -3.6543 0.9440 1.3809 -0.003 0.004 0.001 -0.0809
C -4.3768 -0.2319 1.5099 0.002 -0.018 -0.009 -0.0978
C -3.9314 -1.3896 0.8854 0.002 0.005 -0.001 -0.0940
C -2.7647 -1.3712 0.1369 -0.007 0.013 -0.009 -0.1146
C -1.1787 -0.0223 -2.6887 0.002 -0.043 0.019 -0.3803
C -1.3742 -1.1462 -3.4834 0.023 -0.002 -0.013 -0.1180
C -1.9341 -1.0246 -4.7482 -0.002 0.007 -0.001 -0.1010
C -2.3009 0.2233 -5.2307 0.003 0.008 0.005 -0.1148
C -2.1044 1.3499 -4.4424 -0.006 0.002 -0.010 -0.1003
C -1.5472 1.2276 -3.1781 -0.008 0.006 0.025 -0.1121
H -1.8955 1.8697 0.5636 -0.012 0.004 0.004 0.0579
H -3.9712 1.8380 1.9024 0.003 0.004 0.001 0.1028
H -5.2698 -0.2540 2.1227 -0.002 -0.006 0.002 0.0937
H -4.4766 -2.3179 1.0063 -0.004 0.000 0.003 0.0937
H -2.3829 -2.2812 -0.3098 0.004 0.000 -0.005 0.0714
H -1.0624 -2.1118 -3.1029 -0.003 0.001 0.001 0.0491
H -2.0775 -1.9075 -5.3600 0.000 -0.001 0.001 0.0928
H -2.7332 0.3196 -6.2198 -0.002 0.004 -0.001 0.0891
H -2.3825 2.3286 -4.8147 -0.002 0.003 0.000 0.0936
H -1.3831 2.1056 -2.5645 -0.001 0.001 0.002 0.0698
I 5.6945 -0.7526 -2.0122 -0.001 0.005 0.015 0.8074
C 4.9697 -0.4141 -0.0805 0.016 -0.015 -0.045 -0.7110
C 5.8257 -0.4485 1.0086 -0.010 0.005 0.017 -0.1506
C 5.2845 -0.2292 2.2624 -0.025 0.001 -0.001 -0.0440
C 3.9253 0.0201 2.3789 -0.030 0.035 0.060 -0.1381
N 3.1222 0.0582 1.3156 -0.092 -0.031 -0.042 -0.0850
C 3.6222 -0.1612 0.0996 -0.006 0.001 0.006 -0.2523
H 6.8816 -0.6452 0.8770 0.003 -0.004 0.003 0.0877
H 5.8885 -0.2510 3.1588 0.019 -0.006 -0.007 0.1083
H 3.4712 0.1826 3.3520 0.003 0.009 -0.002 -0.0093
H 2.9201 -0.1326 -0.7242 0.001 0.001 0.014 0.0158
Se 1.2891 2.4501 3.2995 0.051 -0.050 -0.072 -0.1324
Sb 0.8416 0.8477 5.1914 0.001 -0.015 0.155 -0.3616
Se -0.2078 -0.7751 3.5223 0.131 -0.025 -0.049 -0.1122
Se -0.7263 1.6427 6.8527 -0.005 0.011 -0.034 -0.3411
Se 2.9220 -0.0919 6.0653 -0.070 0.039 -0.094 -0.2958
```
Positions in Å, forces in eV/Å.

As for the net charge: -2. The energy above the lowest of the compared OMol25 structures with the same formula, charge and spin is 0.000 eV. Its HOMO energy (alpha / beta) is -1.26 / -1.67 eV. Its frontier orbital gap (alpha / beta) is 4.61 / 5.02 eV. As for the multiplicity: 3.



A structure of composition C24H38Fe2O22 in a non-equilibrium geometry, computed with wB97M-V/def2-TZVPD.

The geometry in XYZ format:
```
86
Properties=species:S:1:pos:R:3:forces:R:3:lowdin_charge:R:1
Fe -1.6142 3.4575 -0.9061 2.126 -0.646 0.199 1.1512
Fe -0.3096 -2.2486 4.7201 0.201 2.064 -3.770 1.3165
C -2.0271 -0.2697 1.2948 -0.613 4.115 -4.162 0.0408
C -1.7108 1.0160 0.5679 -0.348 -0.904 1.652 -0.1542
C -0.4730 1.8706 1.1720 0.115 0.004 0.272 -0.2607
O -0.1445 2.9333 0.5574 -1.434 -1.112 0.593 -0.0674
C 0.1547 1.3939 2.3645 -1.042 0.548 -1.689 0.0188
C -0.2483 0.2122 2.9475 1.085 -0.248 2.198 -0.3331
C -1.3752 -0.6308 2.4064 -0.639 -2.451 1.285 -0.3480
O -1.7967 -1.7352 2.9767 2.414 1.156 1.744 -0.0827
O 0.3579 -0.1241 4.0412 -1.650 -1.818 -0.411 -0.0670
O -2.3938 1.5404 -0.3840 1.684 -0.003 1.514 -0.0553
H -2.9101 -0.7768 0.9348 0.153 -0.283 0.234 0.1083
H 0.8915 1.9442 2.9308 0.010 0.291 -0.409 0.1221
C 1.9212 1.0224 -1.3186 1.371 1.222 1.890 -0.0287
O 1.2219 0.8453 -2.4977 0.826 -0.722 -0.471 0.0952
C 0.2308 1.5844 -2.8029 -3.248 -0.652 -1.523 -0.5258
O -0.2432 2.5648 -2.2209 0.621 -0.480 -0.434 0.0229
O -0.3569 0.9740 -3.8555 0.864 0.549 0.531 0.0346
C -1.5497 1.4804 -4.4210 -0.959 0.718 0.314 -0.0239
H 2.2860 2.0442 -1.2135 0.016 0.137 -0.216 0.1189
H 2.7994 0.3773 -1.2944 -0.277 -0.129 -0.281 0.1166
H 1.3145 0.8627 -0.4273 -0.211 -0.251 -0.228 0.0693
H -1.9394 0.7659 -5.1461 0.499 0.066 0.003 0.1141
H -1.4273 2.4736 -4.8531 0.292 -0.155 -0.253 0.1040
H -2.3205 1.5905 -3.6582 -0.050 -0.120 0.254 0.0788
C -4.3933 -0.7184 -1.5458 -0.854 -0.555 1.419 0.0011
O -5.8043 -0.5276 -1.9825 2.202 -0.834 -0.846 0.0225
C -6.5396 0.4704 -1.5316 -0.993 1.460 2.180 -0.5285
O -6.1964 1.1941 -0.5824 -1.254 -1.069 -2.462 0.0788
O -7.7417 0.4409 -2.2266 2.720 -1.649 0.362 -0.0198
C -8.8544 1.2017 -1.8620 0.072 2.096 0.866 -0.0617
H -4.2246 -0.4454 -0.5042 -0.683 0.779 -0.157 0.0508
H -3.5614 -0.2922 -2.1065 -0.827 0.483 -0.678 0.0799
H -4.1923 -1.7865 -1.4631 -0.599 -0.204 -0.790 0.0862
H -9.6720 1.1169 -2.5778 0.453 -0.478 -0.140 0.1021
H -8.4945 2.2305 -1.8776 -0.494 0.337 0.103 0.0936
H -9.2320 1.0193 -0.8560 0.172 -0.401 -0.004 0.1007
C 0.9087 6.2762 1.1987 -1.507 -0.959 1.088 -0.0405
O 1.2607 6.7021 -0.0907 -0.366 -1.686 -2.451 0.0360
C 0.6548 6.0604 -1.1492 -1.901 0.928 0.777 -0.4484
O -0.1663 5.0903 -1.2168 1.363 1.466 1.357 -0.0152
O 0.8434 6.8192 -2.1876 0.663 -0.288 0.387 0.0518
C 0.0093 6.6315 -3.3168 0.344 0.699 -1.621 -0.0129
H 1.3190 6.8796 2.0084 0.561 0.162 -0.690 0.1121
H 1.1227 5.2186 1.3527 0.200 0.066 0.010 0.0872
H -0.1710 6.4062 1.2730 -0.177 -0.144 0.247 0.1002
H -1.0509 6.6496 -3.0642 0.195 -0.270 0.056 0.1079
H 0.3357 5.8171 -3.9636 -0.286 -0.572 0.586 0.1058
H 0.2479 7.4869 -3.9490 -0.297 0.252 0.257 0.1110
C 2.2036 -6.0785 -1.1837 -0.170 0.271 0.316 0.0338
O 1.0754 -5.5392 -0.4247 3.436 -4.674 0.692 0.0440
C 0.3789 -4.6011 -0.8508 0.566 2.974 -2.303 -0.7918
O 0.6657 -3.8027 -1.6973 0.237 0.933 -1.494 0.1317
O -0.6445 -4.5565 -0.1105 -4.739 1.021 2.883 0.0481
C -1.7233 -3.6172 -0.2789 -0.839 -0.382 -0.439 -0.0196
H 2.6179 -6.7909 -0.4703 0.373 0.303 -0.268 0.0996
H 2.8682 -5.2790 -1.5110 0.089 -0.028 0.441 0.0980
H 1.9288 -6.6221 -2.0876 -0.643 0.097 0.167 0.1032
H -2.5122 -4.0648 -0.8834 0.251 -0.309 -0.302 0.1011
H -1.5122 -2.6615 -0.7587 0.739 -0.148 0.096 0.0804
H -2.2311 -3.4590 0.6725 0.663 -0.005 0.296 0.0899
C 2.9710 -4.7942 3.8134 0.705 0.200 0.196 -0.0143
O 2.8190 -4.1758 2.5378 -2.089 3.033 -1.042 -0.0108
C 1.9333 -3.1310 2.3480 1.032 -2.484 -0.804 -0.3916
O 1.0227 -2.8633 3.1626 0.854 0.335 -0.591 0.0043
O 2.1615 -2.6492 1.0872 -0.946 -0.729 2.834 0.0515
C 1.2891 -1.6620 0.5358 -0.375 1.432 -0.881 -0.0135
H 3.4869 -4.1103 4.4874 -0.032 0.083 0.032 0.1055
H 3.6717 -5.5861 3.5490 -0.390 -0.280 0.524 0.1146
H 2.0439 -5.1303 4.2779 -0.012 -0.196 -0.393 0.0946
H 1.2574 -0.7250 1.0917 0.230 -0.340 0.647 0.0779
H 0.2643 -1.9412 0.2909 0.151 -0.787 0.592 0.0847
H 1.6857 -1.3446 -0.4285 0.457 -0.729 0.158 0.0931
C 3.7497 1.1628 2.4886 -1.738 1.264 -0.878 -0.0465
O 4.2961 -0.0901 2.8258 -0.370 0.273 0.524 0.0335
C 4.9298 -0.7652 1.8892 1.802 0.147 -3.336 -0.5500
O 5.1146 -0.3882 0.7095 -0.899 -1.269 3.278 0.0908
O 5.4108 -1.8992 2.4457 -0.767 1.682 1.031 -0.0040
C 5.8172 -2.9240 1.5983 0.157 -1.014 -1.642 -0.0574
H 2.8379 1.3521 3.0551 0.660 -0.305 1.099 0.0676
H 3.2516 1.2324 1.5215 0.664 -0.773 -0.746 0.0770
H 4.3870 2.0469 2.5067 0.561 -0.524 0.458 0.1141
H 4.9097 -3.3072 1.1318 0.221 -0.214 -0.380 0.0850
H 6.2976 -3.7503 2.1225 -0.169 0.417 0.585 0.1040
H 6.5312 -2.5944 0.8436 -0.183 0.209 -0.046 0.1053
```
Positions in Å, forces in eV/Å.

As for the net charge: +2. Its HOMO energy (alpha / beta) is -14.09 / -14.06 eV. Its frontier orbital gap (alpha / beta) is 6.46 / 6.38 eV. As for the multiplicity: 9.



An isolated molecule of C24H24FN5O3S, computed with wB97M-V/def2-TZVPD.

The geometry in XYZ format:
```
58
Properties=species:S:1:pos:R:3:forces:R:3:lowdin_charge:R:1
C -4.6388 -2.0629 2.2810 0.004 -0.134 0.116 -0.0812
O -4.6083 -1.0127 1.3463 0.029 0.259 -0.255 -0.0834
C -3.4928 -0.2320 1.2943 -0.031 0.101 0.011 -0.2255
C -2.3643 -0.3928 2.0775 -0.423 -0.046 -0.175 -0.0041
C -1.2839 0.4716 1.9711 0.257 0.157 0.004 -0.0091
C -1.3293 1.5145 1.0646 -0.073 -0.353 0.243 -0.2179
N -0.2906 2.4418 0.8944 -0.313 0.359 -0.052 0.1218
C 0.9139 2.4831 1.5133 0.014 0.484 -0.058 -0.5537
O 1.2686 1.7615 2.4195 0.087 -0.207 0.198 0.0620
C 1.8423 3.5266 0.9071 0.117 -0.290 -0.249 -0.3375
S 2.9651 2.6591 -0.2532 -0.005 0.249 0.086 0.9925
C 1.7798 1.7033 -1.1071 0.326 0.143 0.073 -0.6241
N 0.7090 2.1296 -1.7162 0.636 0.747 0.065 0.0292
N 0.0670 1.0577 -2.2039 -0.552 -0.640 -0.427 0.0734
C 0.7392 -0.0157 -1.8872 0.308 -0.023 -0.028 -0.2662
C 0.4219 -1.4097 -2.3018 -0.258 -0.046 0.064 -0.0317
C -0.6335 -2.0547 -1.4566 0.497 -0.185 -0.009 -0.2475
C -0.5053 -3.0436 -0.5111 0.115 0.086 -0.150 -0.0617
C -1.7979 -3.3465 -0.0479 -0.209 -0.105 0.048 -0.0895
C -2.6653 -2.5354 -0.7288 -0.241 -0.326 0.224 -0.1030
N -1.9560 -1.7504 -1.5769 0.134 -0.058 0.160 -0.0876
C -2.5222 -0.8049 -2.4974 -0.143 0.294 -0.437 -0.0127
N 1.8508 0.3362 -1.1710 -0.620 0.606 -0.327 0.0524
C 2.7912 -0.4799 -0.5157 0.390 -0.453 0.303 -0.2314
C 4.1426 -0.3521 -0.8105 -0.261 -0.149 0.057 -0.0217
C 5.0638 -1.1319 -0.1371 0.048 -0.118 0.154 0.0089
C 4.6108 -2.0218 0.8210 -0.127 0.073 -0.079 -0.2671
F 5.5063 -2.7868 1.4722 -0.056 0.059 -0.036 0.0664
C 3.2681 -2.1485 1.1334 0.245 -0.085 0.007 0.0186
C 2.3505 -1.3647 0.4614 0.148 0.200 -0.168 0.0104
C -2.4521 1.6785 0.2503 -0.127 -0.037 -0.038 0.0399
C -3.5293 0.8221 0.3537 -0.070 -0.140 0.129 -0.2118
O -4.6611 0.9034 -0.4023 0.140 -0.267 0.269 -0.0797
C -4.8087 2.0058 -1.2637 -0.024 0.156 -0.131 -0.0827
H -5.6108 -2.5379 2.1566 0.070 -0.004 0.048 0.0963
H -4.5470 -1.6910 3.3067 0.023 -0.013 -0.032 0.0984
H -3.8489 -2.7945 2.0854 0.010 0.022 0.028 0.0810
H -2.3073 -1.1969 2.7921 -0.044 -0.114 0.056 0.1098
H -0.4200 0.3363 2.5988 0.029 0.021 0.024 0.0998
H -0.4263 3.0604 0.1038 0.247 -0.150 0.168 0.1212
H 1.3232 4.3167 0.3676 -0.007 0.007 0.099 0.0778
H 2.4999 3.9397 1.6697 -0.113 -0.010 0.023 0.0843
H 1.3328 -2.0083 -2.2375 -0.103 -0.011 -0.101 0.1278
H 0.0887 -1.3791 -3.3429 0.166 -0.026 0.002 0.1275
H 0.4090 -3.5142 -0.2051 0.214 -0.052 0.005 0.0963
H -2.0507 -4.0847 0.6878 -0.123 -0.113 0.129 0.0895
H -3.7327 -2.4566 -0.6712 -0.215 0.094 0.010 0.1220
H -3.5457 -0.5926 -2.1957 0.007 0.013 0.016 0.0866
H -1.9357 0.1156 -2.4979 -0.176 -0.073 -0.002 0.0622
H -2.5341 -1.2146 -3.5125 -0.025 0.025 0.024 0.0993
H 4.4657 0.3567 -1.5576 0.034 0.031 -0.098 0.1168
H 6.1190 -1.0537 -0.3431 0.113 -0.019 0.000 0.1219
H 2.9564 -2.8405 1.8989 -0.005 -0.082 0.088 0.1241
H 1.2985 -1.4223 0.6955 -0.104 0.024 0.027 0.1128
H -2.4560 2.4824 -0.4688 -0.062 0.093 -0.119 0.1132
H -4.7750 2.9515 -0.7131 0.030 -0.031 -0.017 0.0996
H -4.0446 2.0149 -2.0482 -0.002 0.009 0.030 0.0906
H -5.7908 1.8913 -1.7200 0.075 0.049 -0.001 0.0966
```
Positions in Å, forces in eV/Å.

The energy above the lowest of the compared OMol25 structures with the same formula, charge and spin is 0.123 eV. Its HOMO energy is -7.62 eV. Its frontier orbital gap is 8.21 eV.



> What is the formula in the third record?

C24H24FN5O3S